1.
{"formula": "C31H50ClPTeTl", "method": "ωB97M-V/def2-TZVPD", "charge": -1, "homo_lumo_gap_ev": [5.87, 5.96], "total_energy_ev": -66755.0561, "lumo_energy_ha": [0.079, 0.092], "symbols": ["Tl", "Cl", "P", "C", "H", "H", "C", "C", "C", "H", "C", "H", "H", "C", "H", "H", "C", "H", "H", "C", "H", "H", "H", "H", "C", "C", "H", "C", "H", "H", "C", "H", "H", "C", "H", "H", "C", "H", "H", "H", "H", "C", "H", "C", "H", "H", "C", "H", "H", "C", "H", "H", "C", "H", "H", "H", "H", "C", "C", "H", "C", "H", "C", "H", "H", "C", "H", "H", "C", "H", "H", "H", "H", "Te", "C", "C", "C", "C", "C", "C", "H", "H", "H", "H", "H"], "positions_angstrom": [[-1.373, 1.285, 3.631], [-1.733, 1.100, 0.975], [-0.304, 0.428, -1.246], [-2.100, 3.081, 4.151], [-1.679, 3.649, 5.015], [-2.890, 3.600, 3.559], [1.145, -0.504, -2.049], [-0.249, 2.171, -1.936], [2.467, 0.192, -1.691], [1.106, -1.470, -1.507], [3.659, -0.697, -2.064], [2.545, 1.139, -2.246], [2.496, 0.442, -0.619], [3.621, -1.120, -3.537], [4.590, -0.162, -1.848], [3.638, -1.590, -1.427], [2.263, -1.699, -3.957], [3.849, -0.250, -4.166], [4.405, -1.861, -3.726], [1.076, -0.817, -3.545], [2.239, -1.851, -5.043], [2.136, -2.685, -3.491], [1.100, 0.115, -4.126], [0.137, -1.324, -3.802], [-1.854, -0.370, -1.941], [0.214, 2.364, -3.379], [-1.304, 2.491, -1.850], [0.030, 3.831, -3.778], [1.277, 2.097, -3.465], [-0.343, 1.722, -4.075], [0.779, 4.791, -2.846], [0.367, 3.971, -4.812], [-1.042, 4.065, -3.749], [0.505, 4.525, -1.361], [1.857, 4.704, -3.031], [0.501, 5.823, -3.089], [0.612, 3.038, -1.000], [1.206, 5.096, -0.742], [-0.507, 4.872, -1.111], [1.663, 2.723, -1.082], [0.314, 2.874, 0.044], [-1.796, -1.896, -1.788], [-2.603, 0.007, -1.223], [-3.152, -2.525, -2.126], [-1.020, -2.314, -2.448], [-1.510, -2.155, -0.759], [-3.696, -2.073, -3.488], [-3.063, -3.617, -2.106], [-3.870, -2.243, -1.344], [-3.648, -0.554, -3.689], [-3.121, -2.562, -4.285], [-4.732, -2.417, -3.595], [-2.288, 0.065, -3.341], [-3.901, -0.305, -4.725], [-4.406, -0.085, -3.048], [-1.539, -0.252, -4.083], [-2.361, 1.160, -3.400], [-0.438, -2.240, 2.020], [-0.483, -1.534, 3.110], [0.164, -1.904, 1.165], [-1.423, -1.815, 4.244], [0.237, -0.706, 3.240], [-1.741, -3.320, 4.328], [-1.029, -1.452, 5.204], [-2.384, -1.290, 4.081], [-2.144, -3.882, 2.962], [-0.855, -3.852, 4.692], [-2.548, -3.500, 5.047], [-1.153, -3.544, 1.829], [-2.260, -4.970, 3.026], [-3.126, -3.472, 2.695], [-0.425, -4.368, 1.746], [-1.699, -3.553, 0.875], [1.453, 1.752, 2.976], [2.256, 1.085, 4.770], [2.842, -0.201, 4.838], [3.241, -0.692, 6.086], [3.066, 0.083, 7.242], [2.538, 1.380, 7.157], [2.115, 1.891, 5.925], [2.941, -0.774, 3.916], [3.688, -1.686, 6.156], [3.340, -0.327, 8.215], [2.448, 1.995, 8.053], [1.661, 2.876, 5.812]], "forces_ev_per_angstrom": [[1.11, -1.07, -1.22], [-1.19, 0.56, 1.62], [1.56, -0.90, -0.19], [-0.82, 3.53, 0.44], [-0.63, -0.57, -0.55], [0.36, -0.53, 0.78], [-0.85, 0.32, -0.40], [-0.10, -0.61, 0.04], [0.04, -0.25, -0.07], [0.10, 0.26, -0.10], [-0.18, 0.07, 0.04], [0.01, -0.21, 0.13], [-0.07, -0.07, -0.23], [-0.07, 0.07, -0.03], [0.01, -0.13, -0.03], [0.03, 0.04, -0.03], [-0.10, -0.05, -0.04], [-0.04, -0.02, 0.05], [-0.02, 0.09, -0.04], [0.52, -0.09, -0.12], [0.11, -0.09, 0.07], [0.03, 0.04, -0.03], [0.02, -0.24, 0.11], [0.30, 0.10, 0.07], [0.40, 0.60, 0.08], [-0.20, 0.34, -0.09], [0.24, 0.09, 0.02], [0.06, -0.01, -0.02], [-0.23, 0.09, -0.01], [0.18, 0.18, 0.19], [0.07, -0.03, 0.02], [-0.07, 0.12, 0.05], [0.06, -0.01, -0.03], [-0.13, -0.16, -0.01], [-0.06, -0.05, -0.01], [0.10, -0.04, -0.01], [-0.04, 0.11, 0.01], [-0.13, 0.02, -0.07], [0.08, -0.03, -0.01], [-0.20, 0.05, 0.02], [0.02, 0.04, -0.22], [-0.03, 0.11, -0.10], [0.08, -0.15, -0.19], [-0.03, 0.12, 0.08], [-0.16, 0.04, 0.10], [-0.04, 0.13, -0.22], [0.14, -0.02, -0.03], [-0.10, 0.08, 0.01], [0.09, -0.03, -0.07], [-0.02, 0.12, 0.06], [0.03, 0.05, 0.04], [0.10, -0.02, -0.05], [-0.15, -0.37, -0.11], [-0.11, -0.05, 0.07], [0.04, -0.05, -0.06], [-0.21, 0.09, 0.11], [0.01, -0.26, 0.03], [0.34, -1.11, -1.84], [0.72, 1.14, 1.62], [0.07, -0.09, 0.46], [-0.51, -0.88, 0.28], [-0.63, -0.56, -0.33], [0.22, 0.04, -0.05], [-0.04, -0.04, -0.25], [0.39, -0.09, 0.06], [-0.11, 0.17, -0.15], [-0.02, 0.03, 0.00], [0.10, 0.00, -0.02], [-0.50, -0.36, 0.07], [-0.08, 0.11, 0.00], [0.06, -0.02, 0.06], [0.05, 0.32, -0.01], [0.10, 0.00, 0.13], [-0.27, 0.28, -0.73], [0.11, -0.26, 0.70], [-0.26, 0.87, 0.71], [-0.08, 0.21, -0.02], [0.01, 0.10, -0.27], [-0.06, -0.11, -0.23], [0.45, -1.04, -0.23], [0.01, 0.03, 0.31], [-0.15, 0.23, 0.04], [0.02, 0.14, -0.26], [-0.03, -0.20, -0.14], [0.18, -0.25, 0.19]], "mulliken_charge": [0.939, -0.448, -0.332, -1.244, 0.201, 0.233, 0.261, 0.057, -0.928, 0.434, -0.856, 0.173, 0.260, -0.719, 0.393, 0.355, -1.036, 0.307, 0.392, -0.257, 0.407, 0.359, 0.160, 0.043, 0.440, -0.584, 0.773, -1.029, 0.265, 0.201, -0.668, 0.384, 0.363, -0.882, 0.288, 0.391, -0.106, 0.385, 0.373, 0.086, -0.041, 0.005, 0.810, -0.593, 0.115, -0.943, -0.799, 0.408, 0.351, -1.018, 0.296, 0.363, -0.463, 0.396, 0.398, 0.031, 0.290, -0.215, 0.516, 0.207, -0.914, 0.151, -0.948, 0.318, 0.278, -0.775, 0.343, 0.383, -0.338, 0.361, 0.304, 0.294, -0.015, -0.065, 0.274, -0.432, -0.488, -0.422, -0.420, -0.576, 0.364, 0.342, 0.346, 0.335, 0.355]}

=====

2.
{"formula": "C24H60O12", "method": "ωB97M-V/def2-TZVPD", "smiles": "COCCOC.COCCOC.COCCOC.COCCOC.COCCOC.COCCOC", "homo_lumo_gap_ev": 9.54, "total_energy_ev": -50419.7618, "lumo_energy_ha": 0.011, "symbols": ["C", "O", "C", "C", "O", "C", "H", "H", "H", "H", "H", "H", "H", "H", "H", "H", "C", "O", "C", "C", "O", "C", "H", "H", "H", "H", "H", "H", "H", "H", "H", "H", "C", "O", "C", "C", "O", "C", "H", "H", "H", "H", "H", "H", "H", "H", "H", "H", "C", "O", "C", "C", "O", "C", "H", "H", "H", "H", "H", "H", "H", "H", "H", "H", "C", "O", "C", "C", "O", "C", "H", "H", "H", "H", "H", "H", "H", "H", "H", "H", "C", "O", "C", "C", "O", "C", "H", "H", "H", "H", "H", "H", "H", "H", "H", "H"], "positions_angstrom": [[-5.447, -8.123, 0.475], [-4.514, -8.345, -0.540], [-3.793, -9.547, -0.408], [-2.508, -9.565, -1.320], [-2.697, -9.613, -2.689], [-2.954, -10.877, -3.287], [-6.157, -8.940, 0.347], [-5.965, -7.169, 0.377], [-5.097, -8.170, 1.507], [-4.344, -10.428, -0.738], [-3.410, -9.648, 0.607], [-1.864, -10.321, -0.869], [-1.983, -8.610, -1.311], [-2.926, -10.684, -4.359], [-3.891, -11.407, -3.113], [-2.201, -11.629, -3.053], [-9.060, -0.234, 0.447], [-8.332, -1.076, 1.299], [-6.997, -0.598, 1.753], [-7.197, 0.603, 2.684], [-7.630, 1.798, 2.129], [-7.738, 2.881, 3.059], [-9.757, -0.802, -0.169], [-8.418, 0.283, -0.266], [-9.528, 0.607, 0.959], [-6.482, -0.347, 0.826], [-6.506, -1.406, 2.296], [-6.226, 0.667, 3.176], [-7.899, 0.380, 3.488], [-6.756, 3.280, 3.312], [-8.104, 2.589, 4.043], [-8.498, 3.584, 2.716], [1.631, -0.531, -1.257], [1.336, 0.526, -0.343], [1.581, 0.210, 1.007], [0.462, -0.727, 1.608], [0.398, -2.041, 1.039], [-0.830, -2.761, 1.232], [2.416, -1.221, -0.949], [1.810, -0.121, -2.251], [0.774, -1.204, -1.282], [1.616, 1.151, 1.556], [2.619, -0.003, 1.265], [-0.377, -0.057, 1.417], [0.555, -0.809, 2.690], [-0.838, -3.128, 2.258], [-0.877, -3.663, 0.622], [-1.702, -2.244, 0.832], [8.291, -2.296, 5.575], [9.651, -1.773, 5.374], [9.722, -0.409, 5.358], [9.844, 0.245, 3.959], [8.614, 0.216, 3.233], [8.574, 0.742, 1.909], [8.065, -2.241, 6.640], [8.218, -3.369, 5.400], [7.541, -1.784, 4.971], [10.547, -0.022, 5.956], [8.857, 0.008, 5.873], [10.487, -0.385, 3.344], [10.191, 1.273, 4.063], [7.580, 0.784, 1.464], [9.095, 0.165, 1.145], [9.112, 1.689, 1.875], [4.410, 9.408, -4.636], [4.645, 7.973, -4.692], [4.611, 7.275, -3.447], [4.311, 5.769, -3.686], [5.275, 5.159, -4.550], [4.971, 3.861, -4.978], [3.537, 9.536, -3.996], [4.066, 9.739, -5.616], [5.258, 9.977, -4.254], [3.829, 7.706, -2.822], [5.569, 7.415, -2.947], [3.348, 5.784, -4.196], [4.211, 5.172, -2.780], [5.812, 3.531, -5.589], [4.076, 3.599, -5.541], [4.963, 3.320, -4.031], [-2.088, 4.863, 0.787], [-3.267, 4.930, 0.056], [-3.413, 3.974, -0.915], [-2.448, 4.186, -2.178], [-2.881, 3.461, -3.325], [-2.946, 2.026, -3.179], [-2.220, 5.518, 1.648], [-1.163, 5.072, 0.249], [-1.983, 3.874, 1.234], [-4.377, 4.305, -1.301], [-3.408, 2.916, -0.652], [-1.388, 4.004, -2.001], [-2.536, 5.261, -2.329], [-2.182, 1.657, -2.495], [-2.789, 1.537, -4.140], [-3.885, 1.840, -2.658]], "forces_ev_per_angstrom": [[-1.02, -0.93, -0.06], [1.00, 0.62, -0.28], [1.55, 0.39, -1.24], [-0.69, 1.57, 1.13], [-0.89, -1.58, -0.98], [0.35, -0.04, -0.67], [-0.70, 0.09, 0.47], [0.25, -0.02, -0.48], [0.68, -0.08, 0.04], [-0.62, -0.13, 0.38], [-0.20, -0.25, 0.26], [0.24, -0.48, -0.46], [0.01, 0.15, 1.15], [0.09, -0.09, 0.01], [-0.54, 0.63, 0.57], [0.49, 0.17, 0.15], [0.62, 0.90, -0.51], [1.23, -0.77, 0.83], [-3.29, 1.03, -1.07], [0.75, -0.89, 1.01], [-0.13, 0.99, -0.64], [-0.01, -0.84, 0.38], [-0.13, -0.21, 0.47], [0.46, -0.07, -0.27], [-0.43, -0.27, 0.30], [0.51, 0.19, 0.19], [-0.25, 0.01, -0.12], [0.47, 0.66, 0.23], [-0.15, -0.70, 0.10], [0.08, 0.52, -0.58], [-0.31, -0.73, 0.10], [0.59, 0.18, -0.44], [-0.90, -0.58, 0.17], [0.84, -0.22, 0.02], [-0.19, -0.42, 0.74], [0.87, 0.75, -0.27], [-0.28, 0.54, -0.57], [0.74, -0.07, -0.26], [0.58, 0.53, 0.19], [0.11, 0.12, 0.21], [-0.26, 0.09, -0.36], [-1.22, 0.34, 0.08], [0.34, -1.38, -0.77], [-0.89, -0.71, -0.21], [0.21, 0.06, 0.21], [-0.73, 0.42, 0.22], [0.91, -0.07, -0.20], [-0.14, 0.64, 0.80], [0.95, 0.18, 0.48], [-1.18, -2.23, -0.26], [-0.75, 2.09, -0.48], [-0.57, -0.96, -0.70], [-1.42, -0.07, 0.06], [1.28, -0.07, 0.07], [-0.20, 0.54, 0.12], [0.64, 0.09, -0.59], [0.21, 0.15, -0.01], [0.51, -0.40, -0.07], [-0.37, 0.27, -0.10], [0.89, 0.24, 0.26], [0.24, 0.11, -0.05], [-0.29, 0.32, 0.93], [0.51, -0.78, 0.29], [-0.45, 0.51, 0.05], [-0.79, -1.70, 0.46], [-0.09, 0.51, -0.29], [0.58, -0.27, -0.55], [0.01, 0.63, -1.29], [-0.41, 1.68, -0.39], [0.90, -0.64, 1.16], [0.02, 0.40, 0.37], [0.55, -0.13, -0.11], [0.09, -0.07, -0.11], [-0.21, -0.16, 0.23], [0.16, -0.09, 0.21], [-0.30, -0.27, -0.07], [0.08, 0.23, 0.41], [0.06, 0.00, 0.15], [-0.50, 0.91, 0.01], [-0.16, -1.04, -0.18], [0.20, -0.42, 1.31], [0.54, 0.54, 0.80], [0.02, 0.36, -3.16], [-0.83, -0.21, 1.09], [0.28, 0.03, -0.11], [0.14, 1.22, 1.10], [0.27, 0.33, -0.22], [-0.10, 0.29, -0.25], [0.13, -0.41, -0.05], [-0.32, -0.97, -0.40], [-0.04, 0.03, 0.82], [0.11, -0.40, 0.32], [-0.05, -0.04, -0.72], [0.43, 0.07, 0.01], [-0.48, 0.24, 0.04], [-0.27, -0.67, -0.58]], "mulliken_charge": [-0.740, -0.285, -0.350, -0.632, -0.310, -0.749, 0.316, 0.245, 0.298, 0.291, 0.342, 0.405, 0.286, 0.267, 0.286, 0.329, -0.611, -0.403, -0.463, -0.478, -0.292, -0.793, 0.263, 0.289, 0.215, 0.325, 0.297, 0.385, 0.365, 0.299, 0.334, 0.267, -0.703, -0.340, -0.586, -0.456, -0.322, -0.724, 0.338, 0.260, 0.244, 0.376, 0.346, 0.293, 0.408, 0.306, 0.251, 0.304, -0.660, -0.387, -0.596, -0.456, -0.276, -0.735, 0.296, 0.260, 0.282, 0.400, 0.356, 0.317, 0.366, 0.250, 0.302, 0.280, -0.719, -0.289, -0.507, -0.529, -0.312, -0.717, 0.319, 0.256, 0.259, 0.383, 0.316, 0.290, 0.414, 0.244, 0.295, 0.300, -0.744, -0.391, -0.345, -0.514, -0.401, -0.653, 0.288, 0.283, 0.298, 0.292, 0.392, 0.357, 0.361, 0.247, 0.247, 0.288]}